Here is C3H3ClN4 in the gas phase at a distorted geometry from the OMol25 dataset. Energies are from the ωB97M-V functional and the def2-TZVPD basis.

Properties
molar mass	130.538	g mol⁻¹
frontier orbital gap	9.7	eV
structure (SMILES)	N#CN1CN=N[C@H]1Cl
HOMO energy	-10.1	eV
ΔE to the lowest compared entry with this formula, charge and spin	47.71	kcal per mole

Structure (XYZ):
```
11
Properties=species:S:1:pos:R:3:forces:R:3
Cl -2.964 0.786 -0.318 0.8 -0.3 1.0
N -0.608 1.558 0.493 -1.8 2.6 2.4
H 1.477 -0.196 -0.161 2.1 -0.8 0.7
C 0.677 0.193 -0.677 -4.6 -2.2 1.0
C -1.371 0.368 0.671 -1.2 -1.6 -0.8
N -0.641 -0.608 0.051 2.8 -1.1 -1.9
N -1.506 -2.945 0.150 0.6 0.0 0.0
H 0.613 -0.019 -1.727 0.2 0.4 -0.5
H -1.606 -0.027 1.670 -0.6 1.4 -0.1
C -0.983 -1.915 0.092 -0.4 1.2 -0.3
N 0.353 1.475 -0.211 2.1 0.4 -1.6
```
Positions in Å, forces in eV/Å.


Here is 8 unconnected molecules or ions with the total composition C17H38O11 at a distorted geometry from the OMol25 dataset. Energies are from the ωB97M-V functional and the def2-TZVPD basis.

Properties
molar mass	418.480	g mol⁻¹
frontier orbital gap	10.6	eV
structure (SMILES)	O=C1CCCO1.O=C1CCCO1.O=C1CCCO1.CO.CO.CO.CO.CO
HOMO energy	-10.1	eV
ΔE to the lowest compared entry with this formula, charge and spin	0.00	kcal per mole

Structure (XYZ):
```
66
Properties=species:S:1:pos:R:3:forces:R:3
H -2.007 2.608 0.426 0.2 -0.6 0.9
H 0.085 -2.627 -2.508 1.0 -0.1 0.3
H -0.548 0.092 0.711 -0.6 -0.1 -0.1
O -1.806 -0.164 3.861 -0.3 -0.6 -0.6
H -0.896 2.182 -1.762 -2.8 1.1 0.9
H 0.395 0.353 -1.157 -0.1 -0.4 -0.1
H -1.094 -3.374 1.649 -0.3 0.2 0.2
H 0.056 -1.888 4.630 -0.4 -0.6 -0.5
C -0.334 -0.844 0.187 -1.5 1.0 0.0
H 4.444 1.042 2.225 -1.0 -0.2 0.3
H 4.534 -1.799 1.026 -0.6 0.1 0.3
O -2.275 -1.909 2.510 0.7 -0.3 0.8
H -0.190 -0.629 -3.830 1.4 0.3 -0.2
C -1.237 -3.707 -3.832 -1.8 -0.9 2.1
H -4.041 3.291 0.234 0.0 0.2 -0.1
H -2.272 1.333 2.709 1.4 0.7 -0.9
C 3.235 3.240 -1.278 -0.4 -1.1 0.0
H -1.269 3.081 3.687 0.3 -0.1 -0.7
H -3.744 3.649 -1.476 -0.2 -0.3 -0.3
H 2.886 -1.902 0.238 0.8 -0.1 0.7
H -0.403 -4.414 -3.957 -0.3 0.3 -0.2
C -1.404 -1.780 -5.166 0.3 -1.5 1.1
H -0.188 -4.103 3.517 0.2 -0.3 0.5
H -0.862 2.922 -3.826 0.2 -0.3 -0.6
O -1.490 -1.218 -6.202 -0.2 0.4 -0.6
H -3.217 4.784 -0.322 0.6 0.0 0.5
H 1.345 2.621 -1.206 0.0 0.1 -0.1
C 2.771 -1.272 2.238 0.4 -0.9 1.7
H -1.518 -2.296 -2.113 -0.9 -0.8 0.9
O -1.712 1.848 2.054 -0.8 0.0 0.3
C -1.118 -3.633 3.803 -0.5 0.1 -0.5
H 0.121 2.315 2.954 0.6 -0.8 0.1
H -1.770 -0.629 -3.361 -0.1 -0.4 -0.6
H 4.326 0.513 -0.072 -0.4 -0.7 0.0
H -0.575 3.635 2.144 -0.6 -0.1 -0.5
C -3.331 3.713 -0.482 0.6 -0.9 -0.2
O -2.104 2.914 -0.472 -1.2 1.4 -0.8
O 2.410 -2.211 2.913 -0.3 0.7 -0.4
C 3.402 0.899 1.834 0.8 0.3 -1.0
H 2.932 1.919 1.700 0.2 -1.4 0.3
H 0.860 3.041 -3.686 1.2 0.6 -0.2
H -1.799 -4.268 4.350 0.3 -0.4 0.3
O 2.056 2.868 -0.594 0.0 0.3 0.4
H -2.130 -4.276 -3.325 1.5 0.8 -1.3
H -1.240 -1.431 -0.044 -0.1 0.6 -0.2
H 3.282 4.270 -1.595 -0.1 0.6 0.2
C -0.962 -2.307 4.469 0.6 1.6 0.9
C -0.884 -2.541 -2.927 0.6 1.1 -0.4
O 0.443 -0.596 -0.940 0.8 0.2 -0.6
C 3.487 0.093 0.512 0.4 2.2 0.3
H -1.430 -2.130 5.462 0.1 -0.6 -0.6
C -0.830 2.742 2.716 -0.7 0.6 1.5
O 2.613 0.010 2.640 -0.1 0.3 0.6
C -1.808 -3.268 2.484 0.4 -0.9 -1.3
O -1.628 -3.150 -5.054 -0.3 0.4 -1.4
C -1.682 -1.336 3.576 -0.5 1.6 0.9
H -2.626 -3.949 2.276 -0.4 0.2 -0.1
C 0.053 2.373 -3.587 -2.3 -0.6 2.0
H 2.538 0.345 0.036 0.2 -0.4 -0.5
H 4.063 2.965 -0.646 0.5 0.4 0.4
C 3.528 -1.352 0.971 -0.6 0.3 -2.3
O -0.094 2.009 -2.177 3.7 -0.9 -1.5
C -1.004 -1.299 -3.800 -1.3 0.5 0.4
H 0.123 -1.430 0.922 1.5 -1.1 1.0
H 3.357 2.619 -2.149 0.1 -0.3 -0.7
H 0.177 1.440 -4.118 0.0 0.2 -0.5
```
Positions in Å, forces in eV/Å.


Here is a molecular structure, H28KrO14 at a distorted geometry from the OMol25 dataset. Energies are from the ωB97M-V functional and the def2-TZVPD basis.

Properties
molar mass	336.010	g mol⁻¹
frontier orbital gap	9.5	eV
HOMO energy	-10.2	eV
ΔE to the lowest compared entry with this formula, charge and spin	25.76	kcal per mole

Structure (XYZ):
```
43
Properties=species:S:1:pos:R:3:forces:R:3
H -2.271 3.160 -2.070 0.0 0.3 -0.3
O 2.970 1.768 0.206 -0.4 0.3 0.7
H 0.062 -3.186 1.356 -0.3 0.4 0.4
H -0.575 3.516 0.936 0.1 -0.2 0.0
O 0.354 1.151 -2.974 0.6 -0.1 -0.2
H 3.083 -0.642 -1.510 0.1 -0.9 0.2
H -1.127 3.401 -0.468 0.0 -0.3 -0.2
H 1.403 -0.327 2.978 0.1 0.9 0.1
H 2.205 0.276 -2.334 -0.6 0.3 -0.4
H -2.220 -1.259 -2.803 -0.2 0.0 0.1
H 2.994 1.064 -0.442 0.1 -0.3 -0.8
O -1.383 -1.355 -3.258 0.1 0.4 0.0
H 3.656 -2.455 0.198 0.1 0.1 0.3
H -1.699 2.854 2.821 -0.2 -0.2 0.0
H -0.947 4.163 2.703 0.1 0.4 0.0
H -0.279 1.648 -2.456 -0.3 0.2 0.3
O -0.946 -3.513 -1.600 -0.6 -0.5 -0.4
Kr -0.196 0.100 0.309 -0.1 0.0 -0.3
H -0.182 0.596 -3.539 -0.1 -0.3 -0.1
H -3.888 0.110 0.278 0.0 0.0 0.3
O 3.115 -2.278 -0.572 0.3 0.1 -0.3
H -2.069 -2.233 2.290 -0.2 -0.1 -0.2
H 0.602 -4.417 0.659 0.2 -0.4 0.2
H 0.670 -1.630 2.737 0.1 0.0 -0.2
H -1.246 -1.791 3.481 0.1 0.1 0.4
O -3.709 0.655 -0.489 -0.1 0.1 -0.1
H -2.637 1.925 -1.275 -0.3 -0.5 0.5
H 0.810 2.094 2.837 -0.3 0.3 0.1
H -3.882 0.081 -1.236 -0.2 -0.2 -0.2
O 1.511 -1.277 3.026 0.2 -1.0 0.2
O -1.886 2.423 -1.597 0.0 0.0 -0.7
O -0.695 4.013 0.127 0.2 0.9 0.0
H -0.283 -3.642 -0.922 0.1 0.2 0.4
H -1.470 -2.172 -3.750 0.0 -0.3 -0.3
H -0.835 -2.603 -1.874 0.2 0.4 -0.1
O -1.170 -2.050 2.563 -0.2 -0.2 -0.1
O 3.119 0.105 -2.107 0.3 0.4 0.1
O 1.479 1.417 2.744 0.0 -0.2 0.5
O -0.832 3.215 2.638 0.1 -0.3 0.6
H 2.295 -2.741 -0.402 -0.4 -0.1 0.2
H 3.890 1.967 0.379 0.1 0.1 0.1
H 1.600 1.327 1.798 0.6 0.3 -0.6
O 0.605 -3.460 0.616 0.5 -0.3 -0.3
```
Positions in Å, forces in eV/Å.


Here is C5H7ClN2 in the gas phase at a distorted geometry from the OMol25 dataset. Energies are from the ωB97M-V functional and the def2-TZVPD basis.

Properties
molar mass	130.578	g mol⁻¹
frontier orbital gap	10.0	eV
structure (SMILES)	C[C@@H](Cl)n1ccnc1
HOMO energy	-9.3	eV
ΔE to the lowest compared entry with this formula, charge and spin	16.52	kcal per mole

Structure (XYZ):
```
15
Properties=species:S:1:pos:R:3:forces:R:3
C -2.068 -0.761 0.896 -1.9 -1.1 1.5
C 1.549 1.364 0.031 1.0 0.6 -1.0
C 1.010 0.078 -0.538 1.7 -0.9 0.0
H -1.059 -1.305 -2.057 0.6 0.1 0.2
N -2.213 -1.409 -0.308 0.7 1.2 -1.0
H 1.095 0.133 -1.585 0.4 -0.3 -1.3
C -0.894 -0.138 0.989 2.0 2.3 2.0
H 1.047 2.184 -0.566 0.5 -0.7 1.0
H -0.374 0.501 1.845 -1.5 -1.7 -2.1
C -1.154 -1.038 -1.012 -1.2 -0.8 0.9
N -0.303 -0.273 -0.249 -0.4 0.0 0.3
H 2.692 1.446 -0.120 -2.0 -0.3 0.2
H -2.857 -0.806 1.673 0.8 -0.1 -0.7
H 1.327 1.419 1.082 0.1 0.4 0.4
Cl 2.203 -1.394 -0.082 -0.9 1.2 -0.2
```
Positions in Å, forces in eV/Å.